1.
{"formula": "C4H9N2OS", "method": "ωB97M-V/def2-TZVPD", "e_above_lowest_kcal_mol": 75.0, "total_charge": 1, "gap_ev": [7.90, 7.90], "max_force_ev_per_a": 4.281, "homo_energy_ev": [-12.536, -12.536], "elements": ["C", "C", "C", "N", "C", "O", "N", "S", "H", "H", "H", "H", "H", "H", "H", "H", "H"], "xyz": [[-0.931403, 1.855150, 0.136507], [-0.717168, 0.407307, 0.288414], [-0.901682, -0.337554, -0.932783], [-1.461999, -1.495797, -0.873973], [0.702619, -0.228485, 0.438658], [0.669071, -1.076622, 1.505492], [1.669276, 0.019859, -0.423519], [3.314347, 0.015301, -0.492529], [0.034680, 2.142047, -0.212133], [-1.061467, 2.503940, 1.103033], [-1.567754, 2.055516, -0.646643], [-1.268837, -0.017360, 1.110892], [-0.491147, 0.054618, -1.869386], [-1.877499, -1.633373, 0.047306], [-1.458446, -2.272279, -1.581694], [1.616032, -1.352593, 1.724949], [3.731369, -0.639669, 0.677415]], "atomic_forces_ev_per_a": [[2.5548, 1.8804, 2.8746], [0.0787, -1.4197, 0.4468], [-0.2249, -0.6442, -1.5174], [-0.5585, -0.9522, -0.1584], [2.9032, 0.8547, -0.9220], [2.3127, 0.1736, -0.1038], [-3.1620, 0.5132, 2.3651], [0.1967, -0.9352, 1.0236], [0.8024, 1.0430, -0.5413], [-0.2564, -1.6248, -1.8313], [-1.9402, 0.7300, -1.2741], [-0.3604, -0.3671, 0.2230], [-0.0623, -0.2848, 0.2755], [-0.0542, -0.9631, -0.4540], [-0.0600, 1.4086, 0.8548], [-1.7239, 0.2267, -0.3648], [-0.4457, 0.3609, -0.8963]], "mulliken_charge": [-1.40, 0.23, -0.26, -0.21, 0.47, -0.44, -0.39, 0.00, 0.44, 0.31, 0.38, 0.38, 0.42, 0.30, 0.29, 0.36, 0.12]}



2.
{"formula": "C22H31GaO3Sb2", "method": "ωB97M-V/def2-TZVPD", "total_charge": 2, "gap_ev": 7.62, "max_force_ev_per_a": 0.501, "homo_energy_ev": -14.165, "elements": ["Ga", "C", "Sb", "C", "C", "C", "C", "C", "C", "C", "C", "C", "Sb", "C", "C", "H", "H", "H", "H", "H", "H", "H", "H", "H", "H", "H", "H", "H", "H", "H", "H", "H", "H", "H", "H", "C", "C", "O", "O", "H", "H", "H", "C", "C", "O", "C", "C", "C", "C", "C", "C", "H", "H", "H", "H", "H", "H", "H", "H"], "xyz": [[0.149978, -0.627194, -0.084959], [-3.312801, 0.061031, 1.938018], [-2.505141, -0.925165, 0.254678], [-3.893794, -0.460049, -1.260709], [-2.833322, -2.998580, 0.659998], [-2.455572, -3.848023, -0.525635], [-3.335605, -3.906681, -1.608870], [-3.056770, -4.661218, -2.734265], [-1.875906, -5.390130, -2.795318], [-1.001103, -5.355070, -1.724721], [-1.269702, -4.592919, -0.585002], [-0.267576, -4.621865, 0.535758], [1.152633, -3.058681, 0.256668], [2.192265, -3.618643, -1.493837], [2.635844, -3.168072, 1.751883], [-4.299292, -0.356025, 2.132822], [-3.397309, 1.123690, 1.721056], [-2.668245, -0.081084, 2.801833], [-4.869613, -0.811682, -0.929720], [-3.618842, -0.933366, -2.199086], [-3.913992, 0.621486, -1.379112], [-3.891965, -3.097550, 0.902526], [-2.271277, -3.221677, 1.564162], [-4.277389, -3.372590, -1.549465], [-3.767699, -4.702375, -3.548714], [-1.654202, -6.004485, -3.657625], [-0.100615, -5.959146, -1.753093], [0.315244, -5.542909, 0.522300], [-0.692043, -4.511443, 1.530543], [2.811655, -4.482749, -1.259789], [2.827635, -2.791345, -1.805179], [1.485711, -3.869758, -2.282125], [3.116131, -4.141225, 1.670776], [2.201834, -3.047870, 2.741164], [3.353645, -2.374302, 1.557040], [2.290050, 1.634302, 2.210601], [1.513649, 0.788432, 1.272152], [2.046565, 0.069779, 0.375347], [0.228645, 0.727521, 1.328551], [3.305433, 1.772307, 1.853438], [2.314293, 1.135451, 3.181803], [1.784817, 2.588166, 2.349135], [0.545743, -0.790897, -4.161298], [0.679728, 0.105913, -2.977514], [0.039892, -0.231825, -1.940048], [1.453857, 1.324373, -3.023828], [2.336642, 1.554420, -4.089230], [3.073072, 2.721361, -4.137155], [2.913982, 3.676485, -3.139984], [2.019698, 3.472853, -2.091603], [1.296765, 2.301124, -2.029280], [-0.126874, -1.612956, -3.933498], [1.526553, -1.187827, -4.433932], [0.178277, -0.231449, -5.022652], [2.460325, 0.818202, -4.871433], [3.762815, 2.893904, -4.951348], [3.482510, 4.596328, -3.187129], [1.884026, 4.238151, -1.339784], [0.570076, 2.158769, -1.240899]], "atomic_forces_ev_per_a": [[-0.3787, -0.1712, 0.2796], [0.0118, -0.0030, 0.0021], [0.0724, -0.0284, 0.0792], [0.0233, 0.0417, -0.0191], [-0.0199, -0.0111, -0.0753], [-0.0154, 0.0034, 0.0508], [-0.0254, 0.0086, 0.0289], [0.0250, -0.0224, -0.0063], [-0.0357, 0.0194, -0.0033], [0.0056, 0.0025, 0.0086], [0.0252, -0.0342, 0.0385], [0.0551, -0.0093, -0.0043], [-0.0097, 0.1084, -0.1144], [0.0182, 0.0110, 0.0050], [-0.0230, -0.0110, -0.0061], [-0.0024, 0.0291, 0.0292], [-0.0003, -0.0012, 0.0118], [-0.0062, -0.0005, 0.0032], [-0.0215, 0.0258, -0.0479], [-0.0010, -0.0048, -0.0015], [-0.0375, -0.0077, -0.0394], [0.0016, -0.0272, -0.0265], [-0.0223, -0.0718, 0.0122], [0.0048, -0.0033, -0.0039], [0.0077, 0.0053, 0.0092], [-0.0025, 0.0059, 0.0077], [-0.0105, 0.0030, 0.0009], [-0.0483, -0.0255, 0.0044], [-0.0473, -0.0381, -0.0026], [0.0040, -0.0069, -0.0376], [0.0177, -0.0257, -0.0096], [-0.0123, 0.0101, 0.0135], [0.0368, 0.0124, 0.0500], [-0.0061, 0.0002, 0.0022], [0.0351, -0.0188, 0.0343], [-0.0149, -0.0108, 0.0027], [0.0195, -0.0402, -0.2053], [0.1036, 0.1889, -0.0491], [0.0956, 0.0935, 0.1042], [0.0035, -0.0003, -0.0025], [-0.0021, 0.0089, 0.0050], [0.0060, -0.0019, 0.0079], [0.0481, 0.0388, 0.0119], [-0.0164, 0.1336, 0.0171], [0.1670, -0.0962, -0.1711], [-0.0538, -0.0964, -0.0454], [0.0386, 0.0163, -0.0223], [-0.0154, -0.0028, 0.0136], [0.0172, 0.0232, -0.0080], [0.0022, -0.0144, -0.0030], [0.0122, 0.0223, 0.0251], [-0.0083, 0.0063, 0.0039], [-0.0095, -0.0047, -0.0106], [0.0108, -0.0052, 0.0013], [-0.0006, -0.0002, 0.0038], [-0.0004, 0.0025, 0.0068], [-0.0080, -0.0070, 0.0059], [0.0008, -0.0010, -0.0072], [-0.0138, -0.0178, 0.0419]], "mulliken_charge": [0.18, -1.19, 0.84, -1.29, -1.41, 0.70, -0.49, -0.86, -0.80, -0.52, 0.59, -1.52, 0.92, -1.32, -1.21, 0.43, 0.36, 0.38, 0.42, 0.39, 0.43, 0.67, 0.40, 0.51, 0.47, 0.46, 0.50, 0.66, 0.57, 0.47, 0.41, 0.38, 0.42, 0.40, 0.39, -1.22, 0.86, -0.63, -0.65, 0.35, 0.36, 0.36, -1.64, 0.64, 0.15, 0.89, -0.40, -0.84, -0.37, -0.98, -0.16, 0.32, 0.46, 0.47, 0.38, 0.43, 0.43, 0.45, 0.59]}



3.
{"formula": "C3H8NO3", "method": "ωB97M-V/def2-TZVPD", "e_above_lowest_kcal_mol": 34.5, "total_charge": -1, "gap_ev": 7.30, "max_force_ev_per_a": 2.121, "homo_energy_ev": -3.483, "elements": ["O", "C", "N", "C", "O", "C", "H", "H", "H", "H", "H", "H", "H", "H", "O"], "xyz": [[0.046553, 0.733199, 2.332626], [0.788465, 0.782965, 1.363335], [0.696169, 0.111516, 0.201307], [-0.524944, -0.706558, -0.097666], [-0.983829, -0.324814, -1.302393], [1.978957, 1.781703, 1.494271], [1.271766, 0.266788, -0.605671], [-1.182539, -0.584274, 0.817040], [-0.278048, -1.786419, -0.167140], [1.549787, 2.548314, 2.097882], [2.810692, 1.301504, 2.013735], [2.295438, 2.227119, 0.540424], [-1.701430, -1.244329, -2.310181], [-1.149583, -1.976822, -3.683286], [-1.854885, -1.981246, -3.025631]], "atomic_forces_ev_per_a": [[-0.4564, -0.6080, 0.0468], [1.6785, 1.1070, -0.6761], [-1.0102, -0.9202, 1.5128], [-0.4867, -0.2201, -0.7349], [-0.5823, 0.6455, 0.1872], [-0.5184, -0.7204, -0.8596], [0.1296, 0.3829, 0.0980], [0.3977, 0.1354, -0.8377], [0.5071, -0.0056, 0.5692], [0.0580, 0.6976, 0.5898], [-0.0264, 0.1028, -0.0886], [0.0810, -0.3223, 0.1833], [0.9548, -0.5681, -0.4424], [-0.0829, 0.3928, 0.5558], [-0.6433, -0.0994, -0.1037]], "mulliken_charge": [-0.66, 0.62, -0.18, -0.32, -0.91, -0.99, 0.25, 0.20, 0.20, 0.30, 0.22, 0.31, 0.47, 0.25, -0.75]}



4.
{"formula": "C5H9N", "method": "ωB97M-V/def2-TZVPD", "e_above_lowest_kcal_mol": 46.1, "total_charge": 1, "gap_ev": [9.60, 6.65], "max_force_ev_per_a": 3.639, "homo_energy_ev": [-14.189, -14.331], "multiplicity": 2, "elements": ["N", "C", "C", "C", "C", "C", "H", "H", "H", "H", "H", "H", "H", "H", "H"], "xyz": [[1.258584, -2.158229, 1.934585], [0.292199, -1.585914, 1.147712], [0.501294, -1.030736, -0.124107], [-0.476251, -0.047422, -0.590706], [-0.160566, 1.256601, -0.506984], [-0.919341, 2.334974, -1.186014], [0.885502, -3.075064, 2.186224], [2.196226, -2.052606, 1.562716], [-0.528983, -1.243348, 1.779647], [0.915630, -1.634635, -0.918772], [-1.138152, -0.350993, -1.399329], [0.535092, 1.610274, 0.250484], [-1.439534, 1.962881, -2.067298], [-0.264779, 3.149775, -1.492002], [-1.656922, 2.864442, -0.576156]], "atomic_forces_ev_per_a": [[-1.5315, -0.3052, -2.2920], [2.5137, 1.9089, 1.8118], [-2.8505, -0.2650, 0.0592], [1.5978, 0.0959, -1.2040], [-1.4570, 0.7584, 1.6156], [0.0013, 0.3697, -0.8337], [0.8818, 0.0539, 1.2743], [0.0934, -0.8704, 0.0867], [-0.7238, -0.6278, -0.6508], [0.7534, -0.1767, 0.1424], [0.0722, -0.1092, -0.0593], [0.3775, -0.2818, -0.2228], [-0.0217, 0.0191, -0.0082], [0.2490, -0.1156, -0.1718], [0.0443, -0.4542, 0.4526]], "mulliken_spin": [0.23, 0.18, 0.34, 0.00, 0.13, 0.00, 0.01, 0.00, 0.03, 0.02, 0.03, 0.00, 0.00, 0.00, 0.01]}



5.
{"formula": "C5H6ClFN2", "method": "ωB97M-V/def2-TZVPD", "e_above_lowest_kcal_mol": 113.7, "gap_ev": 7.95, "max_force_ev_per_a": 5.094, "homo_energy_ev": -7.772, "elements": ["C", "C", "C", "C", "C", "N", "N", "F", "Cl", "H", "H", "H", "H", "H", "H"], "xyz": [[3.608952, 0.260336, -0.206151], [1.362550, 0.513855, 0.056016], [3.404651, -1.057124, 0.028366], [0.286583, 1.434718, -0.499250], [-0.029769, -1.543597, 0.160375], [2.217187, -1.601851, 0.144799], [1.203492, -0.776554, 0.159385], [4.315930, -1.951583, 0.278642], [4.532383, 1.620909, -0.084450], [-0.502054, 0.853468, -0.986529], [-0.100572, 2.003700, 0.378073], [0.551218, 2.177835, -1.136564], [-0.560257, -1.135675, -0.696971], [0.454909, -2.555761, 0.152657], [-0.515691, -1.425336, 1.178487]], "atomic_forces_ev_per_a": [[-5.0638, 0.5408, 0.0948], [3.4390, 0.0329, -1.7551], [-0.2928, 1.6632, 0.7166], [-0.8437, -2.0994, 3.5732], [0.3531, -0.3313, 1.6829], [0.0766, -1.4632, 0.7135], [0.5531, 1.2209, -0.5817], [2.0330, -0.7590, -0.2653], [0.7125, -0.1085, 0.1185], [-0.0958, 0.1424, 0.2309], [-0.2953, -0.4847, -0.5290], [1.6373, 1.8753, -2.0560], [-0.7217, -0.9314, 0.1722], [-1.5911, 0.5970, -0.6456], [0.0996, 0.1051, -1.4698]], "mulliken_charge": [-0.13, 0.24, 0.59, -0.97, -0.89, -0.94, 0.75, -0.27, -0.14, 0.24, 0.24, 0.35, 0.33, 0.36, 0.24]}



6.
{"formula": "C19H20N4O4", "method": "ωB97M-V/def2-TZVPD", "e_above_lowest_kcal_mol": 77.3, "gap_ev": 7.50, "max_force_ev_per_a": 1.323, "homo_energy_ev": -7.827, "elements": ["C", "C", "O", "N", "C", "C", "N", "C", "C", "C", "C", "N", "C", "O", "C", "C", "C", "C", "C", "N", "O", "O", "C", "C", "C", "C", "C", "H", "H", "H", "H", "H", "H", "H", "H", "H", "H", "H", "H", "H", "H", "H", "H", "H", "H", "H", "H"], "xyz": [[1.485483, -2.886339, 0.437517], [0.699820, -2.289602, -0.709605], [1.092647, -1.308961, -1.312482], [-0.448172, -2.925723, -1.058600], [-1.100553, -3.959780, -0.293784], [-2.143039, -3.307634, 0.658111], [-2.479196, -1.978352, 0.186993], [-1.861419, -0.867518, 0.753834], [-1.591285, 0.293439, 0.021035], [-0.990426, 1.391120, 0.600057], [-0.603150, 1.368408, 1.934815], [0.069376, 2.435604, 2.547322], [0.995485, 3.293047, 2.041093], [1.401840, 4.228305, 2.700796], [1.516254, 3.009666, 0.667443], [1.953421, 1.739278, 0.296484], [2.467494, 1.512374, -0.969362], [2.561589, 2.552581, -1.875615], [2.151989, 3.824111, -1.491909], [2.255047, 4.914000, -2.430667], [1.763834, 5.977257, -2.118147], [2.821954, 4.699519, -3.481565], [1.636857, 4.064663, -0.225373], [-0.938399, 0.252994, 2.695143], [-1.565382, -0.832736, 2.121989], [-2.695114, -2.017073, -1.244418], [-1.360553, -2.280032, -1.983559], [2.396442, -2.306612, 0.559192], [0.910824, -2.835435, 1.359836], [1.752639, -3.920545, 0.233344], [-1.599484, -4.625757, -1.005154], [-0.378593, -4.547805, 0.267803], [-1.741575, -3.258218, 1.666579], [-3.055181, -3.913689, 0.684176], [-1.845345, 0.364441, -1.022264], [-0.816599, 2.270561, 0.001054], [-0.142596, 2.593041, 3.525747], [1.888438, 0.921674, 0.997763], [2.761514, 0.515854, -1.254869], [2.945914, 2.400475, -2.872442], [1.332613, 5.061452, 0.056877], [-0.704449, 0.235779, 3.750069], [-1.835791, -1.655856, 2.765124], [-3.162519, -1.094010, -1.583103], [-3.399850, -2.831971, -1.434480], [-1.519969, -2.921982, -2.856029], [-0.882837, -1.354015, -2.306769]], "atomic_forces_ev_per_a": [[0.0789, 0.1882, -0.1089], [0.2582, -0.2357, 0.1591], [0.2309, 0.2872, -0.0492], [-0.2140, -0.1217, -0.2951], [-0.0459, -0.0545, 0.2011], [-0.0319, -0.1552, 0.0569], [-0.3766, -0.1814, -0.0815], [0.0536, 0.3214, 0.2048], [-0.0479, -0.1758, -0.0233], [-0.0932, 0.0580, 0.3059], [-0.3212, -0.3382, -0.2701], [-0.1723, 0.0294, 0.5813], [0.1449, 0.0415, 0.0144], [0.0363, 0.1730, -0.0584], [0.3908, 0.0129, -0.2401], [0.0349, 0.1756, -0.0014], [-0.0042, 0.0412, 0.0546], [0.0009, 0.2972, -0.1042], [-0.1307, -1.0034, 0.8529], [0.0142, 0.4214, -0.3872], [-0.0849, 0.2615, 0.0558], [0.1235, -0.0119, -0.2466], [-0.0086, 0.0845, -0.1007], [0.1742, 0.2020, -0.1691], [-0.0318, -0.1216, -0.0482], [0.0349, 0.0199, 0.0086], [0.0684, 0.2367, -0.1927], [-0.0285, 0.0104, -0.0208], [-0.0548, -0.0625, 0.1189], [-0.0078, -0.1022, 0.0456], [0.0730, -0.0188, 0.0807], [-0.0447, -0.0303, -0.0594], [-0.0489, -0.0206, -0.0517], [0.0983, -0.0265, 0.0764], [-0.0125, -0.0568, -0.1431], [-0.0090, 0.0436, -0.0636], [0.1069, 0.1099, -0.1797], [-0.0549, -0.1035, 0.0503], [0.0181, -0.0816, -0.0198], [0.0169, -0.0095, -0.0168], [0.0051, 0.0223, 0.0153], [0.0498, -0.0099, 0.1076], [-0.0375, -0.0574, 0.0184], [-0.0276, -0.0710, -0.0556], [-0.0078, 0.0908, -0.0140], [-0.0147, 0.0702, 0.0072], [-0.1009, -0.1485, -0.0149]], "mulliken_charge": [-1.47, 1.11, -0.60, 0.11, -0.84, -0.71, -0.09, 0.89, 0.00, -0.38, -0.29, -0.10, -0.05, -0.66, 0.00, 0.24, -0.54, -0.49, -0.16, 1.02, -0.61, -0.62, -0.21, -0.96, -0.62, -0.88, -0.84, 0.34, 0.33, 0.40, 0.30, 0.41, 0.23, 0.41, 0.24, 0.55, 0.26, 0.38, 0.41, 0.50, 0.52, 0.41, 0.45, 0.42, 0.41, 0.38, 0.42]}



7.
{"formula": "C5H12NO", "method": "ωB97M-V/def2-TZVPD", "e_above_lowest_kcal_mol": 81.6, "total_charge": -1, "gap_ev": [5.16, 6.30], "max_force_ev_per_a": 0.657, "homo_energy_ev": [-1.263, -2.409], "elements": ["C", "C", "C", "C", "C", "N", "O", "H", "H", "H", "H", "H", "H", "H", "H", "H", "H", "H", "H"], "xyz": [[0.369933, -0.860859, 0.753355], [0.309383, 0.412155, -1.413406], [1.805663, 1.152099, 0.442048], [-2.931169, -0.339298, 0.282250], [0.442750, 0.524103, 0.110918], [-0.624146, 1.374380, 0.708371], [-0.776540, 2.488631, 0.093544], [-0.541256, -1.364236, 0.442957], [1.231017, -1.464649, 0.460399], [0.349473, -0.762674, 1.837019], [-0.681885, 0.036604, -1.660375], [1.063848, -0.259611, -1.829870], [0.417769, 1.399123, -1.860445], [1.957820, 1.172190, 1.521121], [2.616238, 0.582198, -0.017039], [1.835008, 2.174766, 0.069371], [-2.543345, -0.891366, 1.122633], [-3.072006, 0.709114, 0.461229], [-2.507142, -0.589280, -0.677288]], "atomic_forces_ev_per_a": [[-0.0737, 0.2920, -0.1937], [-0.0451, 0.1191, 0.2661], [-0.1711, -0.0110, -0.0504], [0.5394, 0.2557, 0.0657], [0.3637, 0.0198, -0.2898], [-0.3371, -0.4105, 0.3874], [0.1846, -0.0036, -0.2303], [-0.0271, -0.1106, -0.0193], [0.0854, -0.0599, 0.0122], [0.0129, 0.0143, 0.1452], [-0.0609, -0.0572, -0.0805], [0.0640, -0.0504, -0.0181], [-0.0251, 0.0416, -0.0210], [0.0124, 0.0136, 0.1044], [0.1218, -0.0470, -0.0261], [-0.0344, 0.0810, -0.0262], [-0.1816, -0.1952, 0.1483], [-0.2747, 0.2591, 0.0192], [-0.1533, -0.1508, -0.1932]], "mulliken_charge": [-1.52, -1.42, -1.76, -0.79, 1.70, -0.40, -0.59, 0.26, 0.37, 0.40, 0.27, 0.35, 0.35, 0.42, 0.34, 0.39, 0.21, 0.24, 0.21]}